# 1
Formula: C29H27N5O5SbW
Source: the OMol25 dataset
Level of theory: the ωB97M-V functional and the def2-TZVPD basis

Cartesian coordinates (Å):
1 W 0.10610 0.74946 0.28481
2 Sb 0.75266 -2.12811 0.67886
3 O 1.78643 0.09220 4.00944
4 O -1.58045 -0.24058 -0.23184
5 O -0.95174 0.60663 4.31087
6 O -3.13735 -2.19054 0.75599
7 O 0.75954 2.59079 0.41942
8 N -1.65097 1.84551 1.10202
9 N 0.26989 0.61714 2.32300
10 N -0.41794 -0.89667 -2.07174
11 N 0.42101 0.15615 -1.66613
12 N 2.24260 0.52554 0.53353
13 C 1.51538 0.33806 2.86814
14 C -3.59426 -3.45869 -3.17081
15 C -1.45783 -1.01119 -1.31349
16 C 2.57555 4.76802 -1.86099
17 C 2.18983 4.22996 -3.08665
18 C -0.04436 1.40806 -1.91021
19 C 0.88884 2.57855 -1.92999
20 C -3.09934 1.94107 2.97620
21 C 4.51981 0.77091 -0.08139
22 C 2.61249 0.42514 1.81274
23 C -2.48728 -2.01995 -1.57888
24 C -0.22272 -3.86447 -0.06374
25 C -4.03250 2.63939 2.22421
26 C 3.17231 0.70143 -0.39910
27 C -0.83372 0.86002 3.14764
28 C 1.33384 3.14140 -3.11979
29 C -2.53051 2.52858 0.37730
30 C 2.55786 -2.51686 -0.38523
31 C -4.36204 -3.98660 -2.13478
32 C -1.92432 1.56841 2.37126
33 C -4.20474 -3.54003 -0.83605
34 C -3.27451 -2.54943 -0.54958
35 C -3.73617 2.94862 0.90889
36 C 1.26807 3.13733 -0.70967
37 C 1.33024 -2.91327 2.56856
38 C 3.92490 0.44855 2.20165
39 C 2.11611 4.23258 -0.66709
40 C -2.66201 -2.48341 -2.88601
41 C 4.90566 0.63444 1.23186
42 H 2.39081 4.65489 0.29213
43 H 5.24281 0.92008 -0.87107
44 H -4.79468 -3.94240 -0.02275
45 H 3.41732 -2.07497 0.11753
46 H -2.25358 2.74258 -0.64605
47 H -2.68152 -1.33471 0.78626
48 H -4.42759 3.50349 0.29075
49 H 1.02055 2.71877 -4.06811
50 H 0.46715 -2.93719 3.23175
51 H -0.40890 -3.75510 -1.12935
52 H -2.04463 -2.05957 -3.66771
53 H 2.82150 0.76125 -1.41829
54 H 3.23261 5.62775 -1.83725
55 H 5.95262 0.67902 1.50520
56 H 1.68313 -3.92627 2.37810
57 H 2.11436 -2.32380 3.03712
58 H 2.54927 4.66301 -4.00990
59 H 4.14593 0.33961 3.25502
60 H -4.97548 2.94378 2.65933
61 H -3.72951 -3.80518 -4.18643
62 H 0.48324 -4.67568 0.11474
63 H -3.24774 1.68385 4.01582
64 H -5.09924 -4.75091 -2.34649
65 H 2.47011 -2.11475 -1.39328
66 H 2.69078 -3.59605 -0.43506
67 H -1.15534 -4.05873 0.46149
68 H -0.90842 1.43311 -2.56674

The molar mass comes out at 831.17 g/mol. The expectation value of S² is 2.01. For the strongest force on any atom, the calculation gives 0.0309 Eh/bohr. As for the spin multiplicity: 3. The energy above the lowest of the compared OMol25 structures with the same formula, charge and spin comes out at 1.734 eV. As for the frontier orbital gap (spin up / spin down): 7.59 / 6.39 eV. As for the total charge: +1.



# 2
Formula: C6H11N2
Source: the OMol25 dataset
Level of theory: the ωB97M-V functional and the def2-TZVPD basis

Cartesian coordinates (Å):
1 N -0.80319 -0.79546 -0.20175
2 N 0.55877 0.03329 -1.31721
3 C 1.26601 -0.65324 0.85804
4 C 0.52071 1.28996 -0.81509
5 C -2.15951 -0.57203 -0.54555
6 C -0.19425 -0.09877 0.87621
7 C 1.59668 -0.80434 -0.58788
8 C -0.19995 1.37710 0.46739
9 H 1.81130 0.17031 1.43611
10 H 1.53635 -1.75524 -0.94581
11 H -2.63684 -1.51356 -0.77294
12 H -0.57813 -0.46015 1.86370
13 H -1.15179 1.85289 0.51250
14 H 2.57560 -0.39595 -0.90367
15 H 1.07897 2.12285 -1.14060
16 H -2.63027 -0.15963 0.32681
17 H -2.20087 -0.02373 -1.46026
18 H 0.21119 2.13504 1.10332
19 H 1.39923 -1.74933 1.24669

The molar mass comes out at 111.17 g/mol. For the strongest force on any atom, the calculation gives 0.0732 Eh/bohr. The energy above the lowest of the compared OMol25 structures with the same formula, charge and spin comes out at 6.223 eV. As for the frontier orbital gap (spin up / spin down): 7.95 / 7.95 eV. As for the total charge: +1.



# 3
Formula: C36H101N7O11
Source: the OMol25 dataset
Level of theory: the ωB97M-V functional and the def2-TZVPD basis

Cartesian coordinates (Å):
1 O 4.24589 1.82322 -0.83192
2 O 2.69182 5.68945 -4.31703
3 O -4.29431 -3.68554 -1.01058
4 O -1.82147 3.45854 6.60490
5 O 2.94711 -1.29753 7.35918
6 O 3.37923 1.22722 -6.63617
7 O 3.44174 -1.49883 -1.15085
8 O 0.60266 -4.54476 -2.79944
9 O -4.67407 2.85080 0.50474
10 O -1.82639 -5.74124 2.13361
11 O -0.25047 1.11346 2.45583
12 N 0.86306 3.63451 -4.29263
13 N 0.16338 -1.74041 -2.88170
14 N -3.52434 0.80828 3.36126
15 N -6.22699 -0.51491 -0.34634
16 N 1.15416 0.62743 -4.43976
17 N 1.62687 -2.90341 4.29501
18 N 1.27270 0.42613 -0.92312
19 C 4.47910 2.05107 -7.02514
20 C -3.80316 2.45679 1.52799
21 C 1.32768 -5.58784 -3.53702
22 C 5.21070 3.36086 0.56394
23 C -3.37394 -4.46141 -0.30751
24 C 1.61788 -2.59992 5.69373
25 C 3.45008 -2.48874 1.11326
26 C -0.49653 -3.82045 1.67277
27 C -6.11233 -1.63080 -2.38093
28 C -0.55088 -5.21727 2.37439
29 C -5.97581 -1.84805 -0.85246
30 C 2.06004 -1.33320 -5.59742
31 C 0.64757 0.43875 1.50348
32 C 1.70852 -3.98110 6.49999
33 C -0.88536 -2.70568 -2.87025
34 C 3.55210 0.78337 -5.26785
35 C 4.10510 2.34944 0.52579
36 C -4.49828 -2.37542 -0.46897
37 C -3.68784 4.68061 5.72351
38 C -4.38830 1.32815 2.35619
39 C 2.80048 -1.68086 5.98896
40 C 2.17321 -0.12303 7.58708
41 C 3.92967 6.21333 -4.76209
42 C 2.37193 -0.15851 -4.76273
43 C 3.36736 -2.72241 -0.42369
44 C -1.09638 -0.21769 -0.41643
45 C 0.21337 1.08981 3.72187
46 C -0.51343 -3.99314 -3.53588
47 C 0.11951 0.61713 -0.00433
48 C -2.07749 -2.01047 -3.60141
49 C 1.09338 4.49240 -3.11033
50 C -2.27660 4.14731 5.46071
51 C -5.61221 1.83945 3.06888
52 C -3.98099 3.88717 -0.29137
53 C 0.60726 3.72222 -1.84769
54 C 2.62096 4.93926 -3.12040
55 H 4.49396 2.03316 -8.11489
56 H -3.66523 -4.59454 0.73438
57 H -1.19052 -3.08087 2.07212
58 H -0.44977 -3.92740 0.58903
59 H -1.16443 -2.93480 -1.84181
60 H 1.54846 -5.32842 -4.57242
61 H 1.19268 1.55751 3.82339
62 H -3.73473 4.81107 0.23195
63 H 5.45360 1.77078 -6.62526
64 H 2.86510 -1.60278 1.36019
65 H -5.44950 2.80283 3.55214
66 H -6.16100 -2.58831 -2.89947
67 H 2.93371 -1.97416 -5.71575
68 H -2.36203 3.37833 4.69293
69 H 1.36949 3.10809 -1.36815
70 H 0.80228 -3.37258 3.94855
71 H 2.69344 -0.84065 5.30289
72 H 3.24189 4.06593 -2.92076
73 H -6.43607 1.85135 2.35528
74 H 2.71312 -4.38812 6.38507
75 H 1.41933 1.27893 -1.44401
76 H 1.73069 -1.04494 -6.59568
77 H 4.87518 4.27036 0.06560
78 H 2.47528 -3.35313 3.98186
79 H 4.50479 -2.27463 1.28607
80 H 3.75107 -2.15942 5.75343
81 H 1.64420 0.85393 1.65326
82 H 0.37650 4.53076 -1.15406
83 H 2.90846 5.59324 -2.29715
84 H 4.64787 5.39492 -4.81206
85 H -7.02879 -1.15810 -2.73415
86 H -3.45173 1.56830 4.02245
87 H 0.74333 -2.02485 5.99793
88 H 1.30812 -2.01462 -5.19947
89 H 4.06565 0.88029 -0.83602
90 H -6.79127 -2.51252 -0.56677
91 H -5.91287 -0.35833 0.60071
92 H -0.35006 3.25161 -2.07169
93 H 0.86096 -0.63015 1.50951
94 H 2.82072 -0.45786 -3.81558
95 H -0.46299 1.63325 4.38165
96 H -0.18240 1.64602 -0.20009
97 H 4.15040 3.06221 -6.78505
98 H 0.33845 -1.22826 -3.73443
99 H 1.74742 3.22476 -4.55737
100 H 1.00721 -2.21735 -2.59784
101 H -4.28846 4.00076 6.32778
102 H 2.23088 0.23831 8.61383
103 H -1.30536 -4.73736 -3.45163
104 H 4.35590 0.04823 -5.22818
105 H -5.25501 -1.00802 -2.63638
106 H 2.71776 0.69932 7.12306
107 H 0.18007 0.03228 3.98381
108 H -2.88117 -2.74250 -3.68097
109 H -2.57325 0.58981 3.10092
110 H -0.25277 -3.80202 -4.57685
111 H 2.68409 -0.98493 -0.86193
112 H 4.21238 7.01561 -4.08052
113 H 4.04898 -3.47079 -0.82797
114 H 3.11214 -3.37557 1.64938
115 H -4.21510 4.65927 4.76976
116 H 0.68066 4.28704 -5.04166
117 H -3.34876 -5.41056 -0.84283
118 H -2.84258 2.11787 1.14001
119 H -1.90035 -1.66582 -4.62019
120 H 6.14948 3.13504 0.05819
121 H -1.96882 -0.05784 0.21711
122 H 1.17128 -0.16491 7.15994
123 H 3.84129 6.53382 -5.80016
124 H 3.24653 2.90731 0.89962
125 H 2.28440 -5.79953 -3.05955
126 H -1.40061 0.07777 -1.42054
127 H -3.07849 3.44536 -0.71376
128 H -4.64463 0.48889 1.70964
129 H 0.51205 5.40383 -3.24983
130 H 5.47332 3.62565 1.58815
131 H -1.79545 -6.69078 2.27151
132 H -5.69818 0.17125 -0.86561
133 H -0.87139 3.54996 6.70791
134 H -4.42655 -2.32195 0.61735
135 H 0.21748 -5.85043 1.93074
136 H 3.68804 1.55176 -4.50679
137 H 1.03648 -4.74820 6.11529
138 H -1.10802 -1.30759 -0.40675
139 H 4.22594 1.43342 1.10409
140 H 0.77701 -6.52452 -3.45041
141 H 1.35192 1.32089 -3.73256
142 H -3.75821 5.69452 6.11738
143 H -1.65294 4.94026 5.04794
144 H 2.40543 -3.16045 -0.68994
145 H -5.89835 1.22302 3.92106
146 H -3.58495 3.32834 2.14516
147 H -2.39571 -3.99153 -0.40947
148 H -0.15813 -5.27228 3.38968
149 H 1.00478 -0.20900 -1.66130
150 H 0.49763 -3.39424 1.80723
151 H -4.60326 4.10594 -1.15913
152 H 0.66206 1.12697 -5.16668
153 H -3.68706 -1.80886 -0.92615
154 H 1.60649 -3.77281 7.56503
155 H -2.56786 -1.15443 -3.13791

The molar mass comes out at 808.24 g/mol. The expectation value of S² is 0.75. For the strongest force on any atom, the calculation gives 0.0836 Eh/bohr. As for the spin multiplicity: 2. As for the frontier orbital gap (spin up / spin down): 1.36 / 8.99 eV. As for the total charge: -1.



# 4
Formula: CH2N3O3
Source: the OMol25 dataset
Level of theory: the ωB97M-V functional and the def2-TZVPD basis

Cartesian coordinates (Å):
1 O 1.77441 -0.65253 3.39173
2 O 0.92179 1.39319 1.60724
3 O -0.08403 -0.95256 4.35680
4 N 0.60952 -0.69959 3.42940
5 N -0.09504 -0.65489 1.98570
6 N 0.65631 -0.14266 -0.14455
7 C 0.50416 0.29541 1.21260
8 H 1.58377 0.19792 -0.34721
9 H 0.73687 -1.12236 -0.15981

The molar mass comes out at 104.05 g/mol. For the strongest force on any atom, the calculation gives 0.1263 Eh/bohr. As for the SMILES: N/C([O-])=N/[N+](=O)[O-]. The energy above the lowest of the compared OMol25 structures with the same formula, charge and spin comes out at 2.592 eV. As for the frontier orbital gap: 8.39 eV. As for the total charge: -1.



# 5
Formula: C5H15N3
Source: the OMol25 dataset
Level of theory: the ωB97M-V functional and the def2-TZVPD basis

Cartesian coordinates (Å):
1 N -0.65608 1.02278 -1.79339
2 N 2.10952 -0.19853 -0.92378
3 N -1.08838 -0.18283 1.96168
4 C 1.54795 1.64972 0.49898
5 C 1.61907 0.19531 0.16940
6 C -0.15277 -0.96856 2.39129
7 C -1.29786 0.08832 -0.92259
8 C -1.19738 -1.36101 -1.37629
9 H 2.33522 2.19749 -0.02091
10 H 2.12099 -1.21072 -1.04378
11 H -0.15498 -1.66132 -1.47120
12 H -1.23588 1.44502 -2.50908
13 H -0.13679 -1.98379 2.00865
14 H -1.22063 0.65834 2.51815
15 H -1.67285 -2.01473 -0.64702
16 H 0.29956 0.76635 -2.01950
17 H 1.28062 -0.49403 0.99905
18 H 0.59504 2.06215 0.17624
19 H -2.34978 0.37959 -0.84953
20 H -1.14772 0.06405 0.36886
21 H 1.60543 1.80976 1.57509
22 H -1.69043 -1.50770 -2.33901
23 H 0.48815 -0.75566 3.24870

The molar mass comes out at 117.20 g/mol. For the strongest force on any atom, the calculation gives 0.0811 Eh/bohr. As for the SMILES: [H]/N=C/C.C=N.CCN. The energy above the lowest of the compared OMol25 structures with the same formula, charge and spin comes out at 3.519 eV. As for the frontier orbital gap: 8.35 eV.